No. 1
2 unconnected molecules or ions with the total composition C7H13O at a distorted geometry. Source: the Open Molecules 2025 dataset; level of theory: ωB97M-V with the def2-TZVPD basis set.

Values from the calculation:
M, g/mol: 113.18
HOMO, hartree: -0.101
Calculated total energy, Ha: -349.50173
Total charge: -1

Cartesian coordinates (Å):
C  -3.152  0.010  -0.251
O  -4.049  -0.953  -0.674
C  -1.715  -0.457  -0.360
C  -0.633  0.605  -0.575
C  0.768  0.594  -0.486
C  1.656  1.685  -0.347
C  1.286  -0.769  -0.311
C  1.628  -1.029  1.111
H  -3.260  0.241  0.901
H  -3.297  1.034  -0.711
H  -1.816  -1.230  -1.160
H  -1.482  -0.954  0.613
H  3.253  1.035  1.135
H  -1.063  1.574  -0.840
H  1.290  2.698  -0.403
H  2.627  1.388  -0.456
H  0.621  -1.576  -0.612
H  2.178  -0.746  -0.977
H  1.896  0.122  1.525
H  0.808  -1.590  1.561
H  2.456  -1.683  1.317

No. 2
2 unconnected molecules or ions with the total composition C7H13O at a distorted geometry. Source: the Open Molecules 2025 dataset; level of theory: ωB97M-V with the def2-TZVPD basis set.

Values from the calculation:
Multiplicity: 2
M, g/mol: 113.18
HOMO (spin up / spin down), hartree: -0.337 / -0.345
Calculated total energy, Ha: -349.34780

Cartesian coordinates (Å):
C  -1.436  -2.417  0.545
O  -2.471  -2.754  -0.320
C  -0.297  -1.752  -0.135
C  -0.492  -0.257  -0.331
C  0.590  0.685  0.467
C  1.330  1.562  -0.488
C  0.954  3.079  -0.392
C  2.203  2.544  0.401
H  -1.852  -1.834  1.483
H  -1.004  -3.376  0.946
H  -0.263  -2.298  -1.070
H  0.666  -1.932  0.354
H  -0.576  0.005  -1.388
H  -1.547  -0.031  -0.042
H  1.473  0.075  1.004
H  0.248  1.277  1.311
H  1.794  1.127  -1.458
H  -0.631  -1.103  1.818
H  1.019  3.472  -1.380
H  3.248  2.555  0.324
H  0.070  3.429  0.253

No. 3
A gas-phase ion, C7H13O2 (charge +1) at a distorted geometry. Source: the Open Molecules 2025 dataset; level of theory: ωB97M-V with the def2-TZVPD basis set.

Values from the calculation:
M, g/mol: 129.18
HOMO, hartree: -0.581
Calculated total energy, Ha: -424.69925
Total charge: +1

Cartesian coordinates (Å):
C  1.633  0.064  -0.005
C  -0.295  -0.998  0.617
C  -0.575  0.512  0.115
C  3.024  0.330  -0.358
C  -0.806  -2.160  -0.160
C  -1.495  0.712  -1.099
C  -1.103  1.463  1.148
O  0.785  0.991  -0.322
O  1.254  -0.987  0.560
H  -0.537  -1.014  1.756
H  3.048  0.185  -1.375
H  3.807  -0.341  0.205
H  3.294  1.476  -0.140
H  -0.012  -2.874  -0.333
H  -1.428  -2.020  -1.140
H  -1.490  -2.722  0.546
H  -1.508  1.731  -1.509
H  -2.510  0.358  -0.762
H  -1.291  0.027  -2.076
H  -1.338  2.517  0.657
H  -0.343  1.710  2.051
H  -2.114  1.040  1.623

Q: What is the formula in the first record?
A: C7H13O